Model A:
Molecular formula: C6H15NO
Method: DFT, ωB97M-V/def2-TZVPD

Calculated values
frontier orbital gap	8.31	eV
SMILES	CC/C(C)=C(/C)N.O
HOMO energy	-7.52	eV

```
! wB97M-V def2-TZVPD RIJCOSX def2/J DEFGRID3
* xyz 0 1
O -1.98 1.43 0.87
N 0.98 0.83 1.61
C -1.15 -1.17 -0.81
C 0.44 -1.44 1.81
C 1.27 -0.05 -2.47
C 0.44 -0.26 0.88
C 0.28 0.69 -1.49
C -0.10 -0.25 -0.38
H 0.97 -1.00 -2.90
H -1.02 -2.27 -0.30
H -0.58 0.96 -2.07
H -1.71 1.90 0.02
H 1.48 0.67 -3.28
H -2.14 -0.84 -0.51
H -1.08 1.33 1.28
H 1.14 -1.59 2.66
H 1.11 1.77 1.22
H 1.60 0.63 2.30
H 2.21 -0.11 -1.99
H -1.09 -1.36 -1.84
H 0.66 1.58 -1.39
H -0.54 -1.61 2.13
H 0.85 -2.33 1.23
*
```



Model B:
Molecular formula: C6H15NO
Method: DFT, ωB97M-V/def2-TZVPD

Calculated values
frontier orbital gap	10.13	eV
SMILES	C=C(C)CCCN.O
HOMO energy	-9.20	eV

```
! wB97M-V def2-TZVPD RIJCOSX def2/J DEFGRID3
* xyz 0 1
O -0.99 -6.70 -1.56
N 2.97 0.84 -0.77
C -1.08 2.76 -0.16
C -2.29 0.78 0.84
C 1.56 0.38 -0.93
C 0.19 1.15 1.21
C -1.11 1.67 0.60
C 0.80 0.01 0.37
H 3.27 0.51 0.14
H -3.00 0.92 0.03
H 2.96 1.86 -0.79
H -2.16 -0.29 1.01
H 1.03 1.04 -1.61
H 0.88 1.99 1.35
H -2.75 1.20 1.75
H -0.05 -0.61 0.10
H -1.06 -7.07 -0.66
H 0.00 0.79 2.23
H -2.05 3.06 -0.56
H 1.62 -0.35 1.00
H -0.20 3.38 -0.13
H -0.22 -6.70 -2.08
H 1.69 -0.63 -1.37
*
```



Q: Which of them is the most stable? A: model B.



Model A:
Molecular formula: C6H15NO
Method: DFT, ωB97M-V/def2-TZVPD

Calculated values
frontier orbital gap	9.82	eV
SMILES	CCCN[C@@H](C)CO
HOMO energy	-8.80	eV

```
! wB97M-V def2-TZVPD RIJCOSX def2/J DEFGRID3
* xyz 0 1
O -2.10 -2.68 -1.68
N -0.66 0.22 0.02
C -0.52 -0.95 -0.84
C 0.25 1.30 -0.31
C 1.29 1.82 1.98
C 0.89 -1.64 -0.72
C 0.37 2.30 0.87
C -1.73 -1.85 -0.55
H 0.81 -2.71 -0.52
H 0.59 3.29 0.48
H -0.65 0.01 1.01
H 1.41 -1.36 -1.62
H 1.72 0.85 1.72
H -1.74 -2.35 -2.49
H 1.38 -1.31 0.19
H -0.66 -0.61 -1.87
H 2.19 2.43 2.04
H -1.64 -2.60 0.23
H -0.67 2.34 1.23
H -2.58 -1.19 -0.38
H -0.05 1.83 -1.22
H 1.28 1.00 -0.53
H 0.83 1.87 2.96
*
```



Model B:
Molecular formula: C6H15NO
Method: DFT, ωB97M-V/def2-TZVPD

Calculated values
frontier orbital gap	10.17	eV
SMILES	CCN1CCCC1.O
HOMO energy	-9.27	eV

```
! wB97M-V def2-TZVPD RIJCOSX def2/J DEFGRID3
* xyz 0 1
O 0.50 2.78 1.53
N 0.16 0.21 0.19
C 2.13 -1.25 0.50
C -0.81 -0.81 0.71
C 1.47 -0.29 -0.49
C -1.65 -1.39 -0.40
C -1.36 -0.41 -1.56
C -0.67 0.79 -0.82
H -2.15 -0.02 -2.24
H -2.77 -1.33 -0.22
H -0.33 -1.73 1.25
H -1.37 -2.53 -0.68
H 1.98 0.67 -0.57
H -0.12 1.31 -1.55
H 2.69 -2.15 0.04
H -1.29 1.68 -0.38
H 2.84 -0.69 1.29
H -0.62 -0.84 -2.26
H 1.15 -0.66 -1.54
H -1.46 -0.19 1.50
H -0.11 2.86 2.08
H 0.46 1.86 1.06
H 1.29 -1.77 1.01
*
```



Model C:
Molecular formula: C6H15NO
Method: DFT, ωB97M-V/def2-TZVPD

Calculated values
frontier orbital gap	9.52	eV
SMILES	C[C@H]1[NH2+][C@@H]1[O-].CCC
HOMO energy	-8.61	eV

```
! wB97M-V def2-TZVPD RIJCOSX def2/J DEFGRID3
* xyz 0 1
O -0.14 -0.43 -1.56
N -1.00 -0.57 0.81
C -3.45 -0.31 0.18
C 2.65 -0.67 0.31
C -2.01 0.04 -0.08
C 2.09 1.67 -0.47
C -1.17 -0.84 -0.94
C 1.62 0.46 0.34
H -4.08 0.02 -0.65
H 2.20 1.42 -1.52
H -1.33 -1.36 1.35
H 1.37 2.49 -0.40
H 2.33 -1.52 0.93
H -0.02 0.07 0.91
H 2.77 -1.04 -0.71
H -3.58 -1.39 0.30
H 3.06 2.04 -0.12
H -1.57 -1.85 -1.12
H 0.71 0.05 -0.49
H -3.81 0.17 1.10
H 1.52 0.79 1.38
H -1.81 1.10 -0.22
H 3.63 -0.35 0.67
*
```



Model D:
Molecular formula: C6H15NO
Method: DFT, ωB97M-V/def2-TZVPD

Calculated values
frontier orbital gap (spin up / spin down)	6.90 / 6.72	eV
HOMO energy (spin up / spin down)	-6.08 / -5.90	eV

```
! wB97M-V def2-TZVPD RIJCOSX def2/J DEFGRID3
* xyz 0 1
O -2.89 1.18 1.17
N 1.61 -1.92 -1.51
C -0.15 -0.26 1.25
C 0.06 0.23 -0.01
C 1.35 -1.90 -0.12
C -1.62 1.60 1.58
C -0.93 0.01 -1.11
C 1.15 1.21 -0.30
H -1.77 -0.59 -0.79
H -1.55 1.57 2.66
H 0.59 -0.09 2.02
H 0.70 -2.70 0.23
H -2.96 1.31 0.22
H 1.30 -2.74 -2.00
H -1.29 2.56 1.16
H -0.93 -0.98 1.43
H 1.71 0.87 -1.17
H 2.55 -1.66 -1.78
H 0.74 2.19 -0.55
H 2.20 -1.69 0.52
H 1.84 1.33 0.54
H -0.41 -0.51 -1.92
H -1.29 0.96 -1.51
*
```



Q: Which of them is the most stable? A: model A.



Model A:
Molecular formula: C6H15NO
Method: DFT, ωB97M-V/def2-TZVPD

Calculated values
frontier orbital gap	9.43	eV
SMILES	CN(C)C.C=CCO
HOMO energy	-8.60	eV

```
! wB97M-V def2-TZVPD RIJCOSX def2/J DEFGRID3
* xyz 0 1
O -0.73 -3.15 -1.67
N 1.44 1.41 1.38
C -1.17 -2.27 -0.62
C -1.15 -0.87 -1.16
C 0.05 1.02 1.49
C -2.25 -0.09 -1.21
C 2.01 0.91 0.13
C 1.58 2.87 1.45
H 1.18 3.20 2.43
H -0.46 -2.36 0.28
H 1.04 3.36 0.57
H -2.22 0.98 -1.64
H -0.79 -4.07 -1.33
H -0.02 -0.09 1.49
H 1.92 -0.18 0.08
H 1.52 1.36 -0.78
H 3.06 1.19 0.07
H -0.58 1.41 0.70
H -3.23 -0.45 -0.85
H -0.35 1.39 2.46
H -2.19 -2.54 -0.27
H 2.61 3.15 1.43
H -0.17 -0.51 -1.48
*
```



Model B:
Molecular formula: C6H15NO
Method: DFT, ωB97M-V/def2-TZVPD

Calculated values
frontier orbital gap	9.51	eV
SMILES	C/C=C/C[C@@H](C)N.O
HOMO energy	-8.70	eV

```
! wB97M-V def2-TZVPD RIJCOSX def2/J DEFGRID3
* xyz 0 1
O -0.62 2.62 -2.09
N 2.16 0.51 1.83
C 0.39 1.81 0.93
C -1.00 -2.05 -2.00
C -0.37 -1.62 0.32
C -0.02 -0.68 1.49
C -1.05 -1.20 -0.74
C 0.96 0.41 0.98
H 0.52 -1.19 2.28
H 0.00 -2.37 -2.28
H -1.48 -1.58 -2.86
H 0.36 2.36 1.87
H -0.64 2.35 -3.01
H -0.97 -0.33 1.91
H 0.94 2.41 0.20
H 1.95 0.62 2.81
H 1.41 0.16 0.02
H -1.93 -0.56 -0.72
H -1.56 -2.98 -1.88
H -0.64 1.85 0.53
H 0.21 -2.54 0.35
H -1.41 2.26 -1.66
H 2.80 -0.26 1.72
*
```



Model C:
Molecular formula: C6H15NO
Method: DFT, ωB97M-V/def2-TZVPD

Calculated values
frontier orbital gap	9.86	eV
SMILES	C=C(C)CCCN.O
HOMO energy	-9.01	eV

```
! wB97M-V def2-TZVPD RIJCOSX def2/J DEFGRID3
* xyz 0 1
O -1.60 -2.85 -1.78
N -1.15 1.00 -1.28
C -0.91 -0.15 0.86
C 1.40 0.33 0.52
C -1.21 1.25 0.23
C 1.97 1.06 -0.48
C 1.84 0.58 1.93
C 0.38 -0.83 0.29
H -2.06 1.70 0.40
H 1.01 0.18 2.64
H 0.13 -0.92 -0.65
H -0.43 1.96 0.73
H 1.80 0.91 -1.46
H 2.82 1.80 -0.41
H -0.70 -3.08 -1.36
H -1.09 1.99 -1.65
H -2.05 0.62 -1.61
H -1.84 -2.01 -1.37
H 2.72 0.34 2.49
H -1.03 -0.33 1.88
H -1.76 -0.70 0.41
H 1.67 1.64 2.17
H 0.84 -1.70 0.89
*
```



Q: Which of them is the most stable? A: model B.



Model A:
Molecular formula: C6H15NO
Method: DFT, ωB97M-V/def2-TZVPD

Calculated values
frontier orbital gap	9.68	eV
SMILES	CCCNC[C@@H](C)O
HOMO energy	-8.60	eV

```
! wB97M-V def2-TZVPD RIJCOSX def2/J DEFGRID3
* xyz 0 1
O 0.35 0.91 2.60
N 0.47 -0.09 -0.31
C -0.75 0.50 1.74
C -0.25 -0.31 -1.54
C 1.64 -0.60 -3.18
C 0.52 0.36 -2.74
C -0.12 -0.65 0.89
C -1.85 -0.04 2.60
H 2.53 -0.17 -3.74
H -0.93 1.37 1.12
H 0.71 -1.09 1.49
H 1.24 -1.46 -3.77
H -2.81 0.27 2.23
H 0.92 1.33 -2.49
H -1.81 0.24 3.68
H -0.22 0.38 -3.54
H -0.85 -1.48 0.71
H 0.44 1.87 2.58
H -1.92 -1.16 2.57
H 1.46 -0.26 -0.37
H 2.08 -1.08 -2.26
H -1.24 0.19 -1.56
H -0.52 -1.32 -1.86
*
```



Model B:
Molecular formula: C6H15NO
Method: DFT, ωB97M-V/def2-TZVPD

Calculated values
frontier orbital gap	8.76	eV
SMILES	CCC/C(C)=C/N.O
HOMO energy	-8.11	eV

```
! wB97M-V def2-TZVPD RIJCOSX def2/J DEFGRID3
* xyz 0 1
O -1.48 1.83 1.68
N -2.73 -0.57 -1.05
C -0.31 -0.68 -0.29
C -1.32 -0.31 -1.10
C 1.99 0.54 0.29
C 1.16 -0.40 -0.63
C 3.41 0.63 -0.30
C -0.71 -1.63 0.84
H -2.97 -1.04 -0.16
H -1.33 -2.38 0.51
H -1.80 2.50 1.09
H 1.07 -0.05 -1.62
H 1.48 1.50 0.52
H 3.48 1.00 -1.34
H -0.80 0.33 -1.78
H -0.04 -2.15 1.55
H 3.92 1.10 0.48
H 1.73 -1.31 -0.82
H -0.49 1.87 1.31
H -1.16 -1.05 1.64
H 3.78 -0.43 -0.54
H 2.01 0.14 1.32
H -3.20 0.35 -1.09
*
```



Q: Which of them is the most stable? A: model A.